Density functional theory data (wB97M-V/def2-TZVPD) for a structure of composition C42H53BrCl3FNO2PSn in a non-equilibrium geometry.

Geometry as XYZ:
```
105
Properties=species:S:1:pos:R:3:lowdin_charge:R:1
C 3.79 -0.30 2.45 -0.58
H -2.60 -1.81 -1.17 0.03
H 0.24 -3.97 -0.02 0.07
C 2.84 1.58 -4.46 0.02
H -3.88 -2.44 -0.14 0.08
H 5.37 1.19 -3.63 0.07
C 4.20 3.38 -2.44 -0.04
C 3.84 1.90 -2.21 -0.52
P -2.99 0.31 0.64 1.03
H 1.54 -2.03 5.33 0.12
Br -1.44 0.49 -3.07 0.87
C -0.56 -0.66 4.49 -0.08
C 0.29 0.93 -3.65 -0.54
C 1.12 -2.49 4.45 -0.01
H 1.36 1.01 -8.84 0.09
H -2.50 2.59 0.49 0.08
H 2.77 -5.26 4.84 0.08
C 0.56 0.94 -4.99 -0.06
O 0.93 1.30 -1.43 -0.17
H -4.56 3.80 0.29 0.08
H 0.18 1.62 -7.68 0.09
O 1.97 -0.79 1.03 -0.33
N -1.60 -1.97 2.01 0.12
H -1.31 -0.87 5.26 0.09
C -6.51 -0.61 4.58 -0.05
C -3.17 -2.26 3.85 -0.01
H -5.40 0.48 2.37 0.10
C 3.40 0.45 -7.19 -0.04
C 1.23 -4.16 2.74 -0.01
H 1.73 2.31 4.37 0.11
H -4.69 -2.50 5.33 0.12
H -6.35 -0.19 5.58 0.08
H 3.23 -3.68 5.49 0.07
H -5.92 -1.02 0.44 0.07
C -3.67 -1.77 -0.97 -0.15
C -4.16 -0.34 -0.66 -0.57
C -0.53 -2.50 2.69 -0.25
H 3.36 0.66 -0.49 0.07
H 4.56 1.91 -0.20 0.09
H 3.82 -4.20 3.90 0.08
H 3.46 3.15 -6.66 0.08
H 2.85 2.34 -0.30 0.09
C 2.46 -0.10 2.03 -0.48
C 1.85 1.29 -5.42 -0.11
H -5.53 2.41 0.77 0.06
C 0.13 -3.62 2.11 -0.19
H -6.16 -0.81 -1.29 0.08
C -3.33 2.53 2.43 -0.13
C -4.37 -1.95 4.45 -0.03
H 1.71 -5.03 2.31 0.13
C 4.36 0.36 3.52 -0.13
H -7.14 -1.49 4.70 0.08
C -4.77 -0.29 2.78 -0.07
C 5.02 1.01 -2.61 -0.04
C 3.62 1.69 -0.71 -0.05
C -5.67 -0.38 -0.41 -0.11
Cl 4.31 2.13 5.58 0.65
H -3.97 0.29 -1.53 0.06
C 2.96 -4.22 4.58 -0.04
H -4.22 2.22 2.97 0.06
C -2.74 -1.59 2.68 -0.31
H 5.06 3.65 -1.81 0.09
Sn 0.34 -0.69 -0.25 1.21
Cl 0.12 1.27 2.31 0.75
H 0.25 -0.10 4.96 0.07
H -1.40 -3.98 0.61 0.06
C -4.61 2.71 0.26 -0.12
C -3.56 -0.58 2.14 -0.29
H -2.55 -3.05 4.24 0.12
C 1.29 1.26 -2.64 -0.36
C 1.77 0.88 2.77 -0.52
C 1.75 -3.61 3.92 -0.25
F 1.32 -1.62 -1.67 -0.51
C 1.04 0.95 -7.80 -0.06
H -7.06 0.13 4.00 0.07
C 2.59 2.83 -7.22 -0.04
C 2.21 1.37 -6.90 -0.55
C 2.64 1.56 -3.10 -0.04
C 3.61 1.29 4.22 -0.67
H -0.32 -5.34 0.91 0.08
H -4.69 2.41 -0.79 0.07
H -4.19 -2.16 -1.85 0.08
H 5.86 1.20 -1.94 0.09
H 3.37 4.03 -2.17 0.09
C -3.38 2.12 0.95 -0.55
H 1.76 3.51 -6.99 0.09
H 5.38 0.16 3.79 0.11
H 3.82 1.84 -4.82 0.10
H 0.72 -0.07 -7.60 0.09
C -0.01 -1.93 3.88 -0.19
H 4.29 0.74 -6.63 0.08
C -0.38 -4.26 0.83 -0.04
C 2.32 1.57 3.84 -0.14
H 3.65 0.50 -8.25 0.09
H -3.26 3.62 2.50 0.08
H 2.82 2.92 -8.29 0.09
H 3.17 -0.59 -6.94 0.10
C -5.20 -0.95 3.92 -0.26
H 4.47 3.58 -3.48 0.08
H -0.22 0.68 -5.69 0.10
H -1.04 -0.02 3.75 -0.01
H -6.10 0.61 -0.24 0.05
H 4.76 -0.05 -2.53 0.10
Cl 4.75 -1.43 1.55 0.70
H -2.46 2.10 2.94 0.04
```

Properties
Energy: -6447.595910 Ha
Largest force on an atom: 1.14 eV/A
LUMO (spin up / spin down): -2.51 / -1.26 eV
Molecular weight: 958.84 g/mol
Relative energy (zero: lowest compared OMol25 entry of this formula, charge and spin): 1.783 eV
HOMO level (spin up / spin down): -7.41 / -7.44 eV